Entry 1:
Molecular formula: C30H66BrN4O2PS
Method: DFT, ωB97M-V with the def2-TZVPD basis set

Results
spin multiplicity: 3
lowest unoccupied orbital energy (alpha / beta): 0.62 / 0.54 eV
total energy: -132398.4586 eV
maximum force: 0.0094 hartree/bohr
Kohn-Sham gap (alpha / beta): 8.585 / 8.554 eV

XYZ file:
```
105
Properties=species:S:1:pos:R:3:forces:R:3
H -0.224 1.211 -2.988 0.0 0.0 0.1
H 1.641 -4.335 -1.367 0.0 0.0 0.1
H -0.269 -0.730 -1.554 0.0 0.1 0.1
H 5.276 1.107 1.610 0.0 0.0 0.0
N -1.091 -0.475 1.285 0.2 0.0 0.5
H -5.488 3.534 1.448 0.0 0.0 0.0
H 0.833 0.022 0.471 -0.1 0.1 0.0
H 1.140 -1.712 3.826 -0.2 0.1 0.0
H 1.138 -4.915 0.217 0.0 0.1 -0.1
H 2.428 -2.191 0.002 -0.2 -0.1 -0.1
H 2.929 0.307 -3.031 0.0 0.0 0.0
C 1.826 -4.226 -0.292 0.0 0.1 0.1
H 6.878 2.165 -1.616 0.0 0.0 0.0
H -1.609 -0.354 4.040 0.1 -0.1 0.1
C 1.511 -2.785 0.131 0.1 0.2 -0.2
H -4.859 0.199 -0.028 0.0 0.0 -0.1
H -5.526 0.191 -2.595 0.0 0.0 0.0
H -0.293 1.356 0.665 0.0 -0.2 -0.1
C 6.970 1.154 -2.022 0.0 0.0 0.0
H -7.043 0.951 -3.067 0.0 0.0 0.0
H 2.648 -0.646 -1.563 0.0 0.1 0.0
H 3.605 -4.075 0.949 -0.1 -0.1 -0.1
H 3.414 -5.667 0.194 -0.1 0.1 -0.1
O 5.027 -1.720 -0.775 -0.2 0.2 0.1
C -3.663 -2.009 1.300 -0.2 0.0 -0.3
H -5.575 2.212 -4.763 0.0 0.0 0.0
C -0.682 -0.742 4.500 0.1 0.0 0.0
H -3.640 2.237 1.709 0.0 0.0 0.0
P -0.447 -1.963 1.940 0.0 0.0 0.0
H -4.932 4.479 0.063 0.0 0.0 0.0
H -7.125 3.501 -1.795 0.0 0.0 0.0
H -1.335 -2.356 -0.385 0.0 -0.1 0.2
C -4.793 2.296 -4.006 -0.1 0.0 0.0
H 6.972 -2.119 0.499 0.0 0.0 0.0
H 6.050 -1.394 1.817 0.0 0.0 0.0
C -0.663 0.190 -1.102 0.0 0.0 0.0
C -0.212 1.410 -1.912 0.1 0.1 0.1
C -6.689 0.879 -0.925 0.0 0.1 0.0
H -7.491 1.591 -0.710 0.0 0.0 0.0
H -6.483 3.636 0.011 0.0 0.0 0.0
C 6.386 -0.054 0.148 -0.1 -0.1 0.1
H 0.808 1.716 -1.642 -0.1 -0.1 -0.1
C -5.454 2.330 -2.631 0.1 0.0 0.0
N 1.103 -2.652 1.542 -0.1 0.0 -0.4
H -0.883 2.256 -1.722 0.2 -0.2 0.0
H 7.033 1.246 1.718 0.0 0.0 0.0
H 7.739 -0.923 1.560 0.0 0.0 0.0
H -3.478 -1.779 2.353 0.0 0.0 -0.2
H -5.911 1.052 1.089 0.0 -0.1 0.0
H -2.754 3.077 0.423 0.0 0.0 0.0
H 3.283 1.491 -0.219 0.0 0.0 0.0
H 1.291 -0.315 7.285 0.0 0.0 -0.1
H 6.171 2.118 0.469 0.0 0.0 0.0
C -1.371 -2.935 0.549 -0.1 0.0 -0.1
C 3.400 -0.350 -2.295 0.0 0.1 0.0
C 5.651 0.705 -2.646 0.0 0.0 0.0
H -4.734 -2.193 1.163 0.1 0.0 0.2
H -4.231 3.213 -4.187 0.0 0.0 0.0
H -1.758 0.111 -1.130 0.2 0.0 -0.1
H 5.822 -0.202 -3.233 0.0 0.0 0.1
N -4.363 2.427 -1.599 0.0 -0.3 0.0
S 1.498 0.216 6.069 -0.1 -0.1 0.2
Br -3.053 -4.696 2.105 0.0 0.0 0.0
H 5.281 1.468 -3.337 0.0 0.0 0.0
H -5.831 4.466 -2.515 0.0 0.0 0.0
H 0.872 -0.145 3.083 0.0 -0.2 0.0
H -6.951 3.559 -3.535 0.0 0.0 0.0
H -7.122 -0.114 -0.792 0.0 0.0 0.0
C -3.403 2.228 0.642 -0.1 0.0 0.0
C 4.539 0.418 -1.623 -0.1 -0.2 0.1
H 8.355 0.541 -0.468 0.0 0.0 0.0
H 0.757 -2.343 -0.532 0.1 -0.1 0.1
C 6.193 1.186 1.025 0.0 0.0 0.0
H -1.273 -2.632 2.891 -0.1 -0.1 -0.1
O -3.273 1.834 -1.922 -0.3 0.3 0.0
C -2.853 -3.205 0.816 0.1 0.3 -0.1
C 6.811 -1.203 1.059 0.1 0.0 0.0
H -3.309 -3.611 -0.090 0.0 0.0 0.2
C -5.537 1.051 0.061 0.0 0.0 0.1
H 3.367 2.194 -1.838 0.0 0.0 0.0
C -0.259 0.290 5.561 -0.1 0.0 0.0
C -5.457 3.570 0.359 0.0 0.0 -0.1
C -6.395 3.536 -2.597 0.0 0.0 0.0
H 4.697 2.423 -0.722 0.0 0.0 0.0
H -3.375 -1.136 0.703 -0.1 -0.2 0.2
H -0.973 -1.674 5.002 0.1 0.1 -0.1
C 0.359 -1.059 3.419 -0.1 0.0 0.2
C -0.229 0.300 0.368 0.1 0.0 -0.3
H -4.114 1.454 -4.104 0.0 0.0 0.0
H 1.149 -3.567 1.986 0.1 0.2 0.2
N 5.115 -0.462 -0.543 0.2 -0.1 -0.3
C 3.276 -4.592 0.040 0.2 -0.1 0.0
C -4.712 2.331 -0.142 0.1 0.0 0.0
H -0.441 1.309 5.202 0.1 -0.2 0.0
H -0.884 -3.898 0.356 -0.1 0.1 0.0
C 7.438 0.182 -0.944 0.0 0.0 0.0
H -2.862 1.313 0.412 0.0 0.0 0.0
H 7.729 1.211 -2.804 0.0 0.0 0.0
C 3.950 1.709 -1.055 0.0 0.0 0.1
H 3.953 -4.276 -0.760 -0.1 0.0 0.1
H 3.757 -1.244 -2.797 0.0 0.0 0.0
H -1.302 0.114 2.085 0.1 0.0 -0.1
H 7.668 -0.783 -1.406 0.0 0.0 0.0
H -0.855 0.168 6.470 0.0 0.1 -0.2
C -6.206 1.018 -2.367 0.0 0.0 0.0
```
Positions in Å, forces in eV/Å.

Mulliken population analysis, charges in e, atoms 1 to 8: number 1, H, carries 0.4279; number 2, H, carries 0.4369; number 3, H, carries 0.2601; number 4, H, carries 0.3394; number 5, N, carries -0.0810; number 6, H, carries 0.4345; number 7, H, carries 0.7399; number 8, H, carries 0.6196

Entry 2:
Molecular formula: C13H21Br12NO2
Method: DFT, ωB97M-V with the def2-TZVPD basis set

Results
spin multiplicity: 1
lowest unoccupied orbital energy: -0.45 eV
total energy: -859909.6629 eV
maximum force: 0.1594 hartree/bohr
Kohn-Sham gap: 8.988 eV

XYZ file:
```
49
Properties=species:S:1:pos:R:3:forces:R:3
C -1.928 -1.474 0.696 -1.7 -1.3 -0.1
Br 1.616 3.667 3.154 0.2 0.5 0.3
C 0.272 -0.125 0.109 -1.1 0.6 -1.3
H -4.000 -2.639 0.097 1.4 1.9 -0.4
C 2.318 -1.064 -1.501 1.3 0.3 -0.2
C 5.224 2.784 0.515 0.1 0.2 0.1
H 1.189 0.895 -1.844 0.2 -1.5 2.1
Br 6.147 2.051 -1.032 -0.3 0.1 0.4
Br -5.395 -0.263 -2.289 -0.9 0.0 -0.5
C 1.504 0.231 -0.912 0.7 0.0 0.4
H 1.646 -1.927 -1.919 1.1 1.7 1.0
C -0.537 -1.510 -0.231 -1.1 0.5 2.3
H -3.072 4.161 0.523 0.0 -0.5 0.0
H 5.866 3.569 0.928 -0.3 -0.4 -0.2
H -0.521 0.763 0.018 1.8 -2.1 0.1
H 2.947 -0.664 -2.433 -1.3 -0.9 1.9
C 3.478 -1.650 -0.448 0.0 1.3 -1.5
H 0.087 -2.397 0.213 -1.0 1.5 -1.3
Br -7.675 -0.927 -4.468 0.2 -0.1 0.4
H -2.207 -0.473 1.233 1.1 -1.9 -0.9
C -6.794 -1.502 -2.832 0.1 -0.3 -0.1
C 1.916 5.422 3.938 -0.1 0.0 0.2
H -6.306 -2.458 -3.050 -0.2 0.4 0.1
H 4.176 -2.399 -1.043 -1.5 1.2 1.4
H -0.552 -2.301 -2.282 -0.2 1.3 1.2
H 3.209 -4.173 -0.226 -0.6 1.3 1.7
H 3.251 -4.234 1.663 -0.9 1.6 -1.7
N -1.136 -1.731 -1.603 -0.4 -4.0 -0.6
Br 3.740 6.038 3.658 -0.5 -0.2 0.0
H 4.170 -0.704 -0.221 -1.6 -2.1 0.0
Br 4.983 1.453 1.913 0.0 0.3 -0.4
C -3.007 3.074 0.642 -0.1 0.2 0.0
Br -3.039 2.304 -1.144 0.1 0.1 0.4
O 2.910 -2.206 0.790 1.3 -1.3 -1.8
H -1.902 -2.410 1.420 0.1 2.3 -1.0
H 1.604 -3.906 0.725 2.5 0.3 0.1
C 2.774 -3.670 0.740 -1.3 -1.1 -0.1
Br 0.610 6.724 3.319 0.3 -0.3 0.1
Br -1.333 2.703 1.561 -0.7 0.4 -0.1
Br -4.548 2.525 1.695 0.4 0.1 -0.3
H 1.776 5.318 5.019 0.1 0.1 -0.5
H -3.657 -0.988 -0.935 1.0 -1.8 2.0
C -3.216 -1.861 -0.292 1.9 -1.7 -1.8
Br 3.541 3.627 0.022 0.5 -0.2 0.0
H 2.266 0.906 -0.291 -1.5 -1.5 -1.4
O -2.572 -3.870 -2.012 1.8 7.4 3.1
H 0.570 -0.172 1.246 -0.3 -0.1 -2.3
Br -8.068 -1.828 -1.399 0.3 0.2 -0.4
C -2.329 -2.688 -1.433 -1.0 -2.3 -0.6
```
Positions in Å, forces in eV/Å.

natural (NBO) population analysis, charges in e, atoms 1 to 8: number 1, C, carries -0.4242; number 2, Br, carries 0.0922; number 3, C, carries -0.4258; number 4, H, carries 0.2394; number 5, C, carries -0.4369; number 6, C, carries -0.4900; number 7, H, carries 0.2210; number 8, Br, carries 0.0859

Entry 3:
Molecular formula: C43H45IN3OOsP
Method: DFT, ωB97M-V with the def2-TZVPD basis set

Results
spin multiplicity: 5
lowest unoccupied orbital energy (alpha / beta): 0.27 / -0.66 eV
total energy: -71693.5286 eV
maximum force: 0.0115 hartree/bohr
Kohn-Sham gap (alpha / beta): 6.648 / 6.652 eV

XYZ file:
```
95
Properties=species:S:1:pos:R:3:forces:R:3
H 1.744 -5.425 -0.920 0.0 0.0 0.0
C 3.879 -1.726 0.049 0.1 0.0 -0.1
H -1.435 2.235 -6.663 0.0 0.0 0.0
H -2.206 -2.347 5.497 0.0 0.0 0.0
H 6.037 2.643 1.229 0.0 0.0 0.0
I 1.693 -1.448 -3.221 0.2 0.3 -0.4
C -2.392 -2.469 -2.045 0.0 -0.2 -0.2
C 1.876 -4.380 -1.206 0.0 -0.1 0.0
C 1.189 -0.987 2.172 -0.1 0.0 0.2
H -0.559 -3.398 -2.769 -0.1 0.0 -0.1
C 0.499 -0.805 5.455 0.0 0.0 0.0
H 1.333 -0.986 6.140 -0.1 0.0 -0.1
H 5.706 -1.492 1.283 -0.1 0.0 0.0
C 2.404 1.764 0.199 -0.1 -0.1 0.0
C 3.956 2.810 1.726 -0.1 0.0 0.0
H 2.021 5.905 -2.222 0.0 0.0 0.0
H 0.159 1.241 2.358 0.0 0.0 0.0
H -1.912 0.407 -0.606 0.2 0.2 -0.1
C 3.483 1.349 -0.580 0.0 0.0 0.0
C 0.169 -2.059 4.637 -0.1 0.3 -0.1
C -0.434 1.433 -3.572 0.0 0.1 -0.1
P 0.746 1.425 -0.539 0.3 0.5 0.1
C 0.773 -3.567 -0.582 -0.3 0.0 0.2
H -1.306 3.513 -0.965 0.0 0.0 0.0
C -2.342 -1.649 1.702 0.0 0.1 0.0
H 1.922 4.074 -0.592 0.0 0.0 0.0
C 5.022 2.397 0.942 0.0 0.0 0.0
C 1.527 4.980 -2.497 0.0 0.1 0.0
H -1.677 -4.523 -1.971 0.0 0.1 -0.1
H -1.547 -3.036 -0.279 0.1 -0.1 0.1
H 1.863 -4.278 -2.290 0.0 0.0 0.0
H -4.440 -1.984 1.911 0.0 0.0 0.0
H 4.238 -2.022 -0.929 -0.1 0.0 0.1
C 0.960 4.843 -3.730 0.0 0.1 0.0
H -4.187 -3.314 -2.860 0.0 0.0 0.0
C 1.472 3.927 -1.564 0.0 -0.1 -0.1
H -3.055 -0.523 -2.794 0.1 0.0 0.0
H -3.960 -3.694 -1.148 0.0 0.0 0.0
H -2.958 4.567 0.497 0.0 0.0 0.0
H -1.326 -0.834 -2.971 0.1 0.0 0.0
C -3.854 -2.909 -1.902 0.0 0.0 0.0
H 1.193 -0.498 3.142 -0.1 -0.2 0.0
H -4.523 -2.082 -1.654 0.0 -0.1 0.0
N -1.760 -2.141 -0.717 0.3 0.2 0.0
C -0.313 3.491 -5.360 0.0 0.1 0.0
H -2.025 -3.922 -3.602 0.0 0.0 0.0
H -4.387 -2.360 4.339 0.0 0.0 0.0
H 5.608 1.333 -0.829 0.0 0.0 0.0
C -0.414 2.319 0.591 -0.1 -0.2 0.0
H 3.304 0.783 -1.490 0.0 0.0 0.0
H 0.762 0.047 4.821 0.0 0.0 0.1
C -1.439 2.586 2.775 0.0 0.0 -0.1
O -0.039 -4.101 0.154 0.2 -0.1 0.0
C -2.831 0.035 -0.175 -0.1 0.1 0.1
H 1.038 -2.391 4.075 0.1 0.0 -0.1
H -1.522 0.339 -5.047 0.0 0.1 0.0
H 4.131 3.391 2.625 0.0 0.0 0.0
C 0.310 3.647 -4.093 -0.1 -0.3 0.1
C 2.455 -1.128 1.577 0.2 0.1 0.0
H -0.258 4.314 -6.066 0.0 0.0 0.0
C -3.476 -2.136 3.799 0.0 0.0 0.0
H -1.482 2.302 3.820 0.0 0.0 0.0
H 2.839 -4.018 -0.847 0.0 0.0 0.0
C -2.264 3.847 0.913 0.0 0.0 0.0
C -2.312 -1.291 -3.010 -0.1 0.0 0.0
H -0.049 -2.866 5.336 0.0 0.0 0.0
C -1.611 -3.651 -2.629 0.0 -0.1 0.1
C 4.632 -1.424 1.197 0.0 -0.1 -0.1
C 0.264 2.571 -3.148 0.0 0.1 0.2
C -0.967 2.342 -5.692 0.0 0.0 0.0
C -3.493 -1.927 2.434 -0.1 0.1 0.1
C -2.653 -1.426 0.222 0.1 0.1 0.0
C -2.256 -2.123 4.437 0.0 0.0 0.0
C -1.029 1.266 -4.771 0.0 -0.2 0.1
H -3.097 0.647 0.685 0.0 0.0 0.0
C -2.325 3.522 2.261 0.0 0.0 0.0
Os 0.618 -1.548 -0.787 -0.1 -0.4 0.3
C 3.723 -1.025 2.171 0.0 0.0 0.0
C 0.865 2.734 -1.865 -0.1 -0.3 -0.1
C 4.780 1.666 -0.214 0.0 0.0 0.0
H -2.485 -1.644 -4.030 0.0 0.0 0.0
C 2.651 2.499 1.357 0.1 0.0 0.0
N 2.574 -1.559 0.285 -0.6 0.2 0.1
H -3.060 3.992 2.904 0.0 0.0 0.0
C -1.064 -1.883 3.757 0.1 -0.1 0.1
H -3.620 0.145 -0.922 0.0 0.0 0.1
H -0.369 -0.506 6.046 0.0 0.0 0.0
H 0.991 5.656 -4.448 0.0 0.0 0.0
C -1.093 -1.578 2.368 0.0 -0.2 0.0
N 0.090 -1.402 1.614 0.0 0.2 -0.1
H -3.637 -1.876 0.124 0.0 -0.1 0.0
C -0.503 1.988 1.944 0.0 -0.1 0.0
H 1.836 2.862 1.966 0.0 0.0 0.0
H 3.933 -0.729 3.190 0.0 0.0 -0.1
C -1.320 3.253 0.087 0.0 0.0 0.0
```
Positions in Å, forces in eV/Å.

Mulliken population analysis, charges in e, atoms 1 to 8: number 1, H, carries 0.4550; number 2, C, carries -0.8796; number 3, H, carries 0.4074; number 4, H, carries 0.4333; number 5, H, carries 0.3604; number 6, I, carries -0.4435; number 7, C, carries 1.3839; number 8, C, carries -1.6388

Entry 4:
Molecular formula: C9H10N4Tc
Method: DFT, ωB97M-V with the def2-TZVPD basis set

Results
spin multiplicity: 4
lowest unoccupied orbital energy (alpha / beta): -1.17 / -2.15 eV
total energy: -17647.4345 eV
maximum force: 0.0880 hartree/bohr
Kohn-Sham gap (alpha / beta): 6.635 / 6.113 eV

XYZ file:
```
24
Properties=species:S:1:pos:R:3:forces:R:3
C -0.695 -2.966 4.162 -0.1 0.1 1.7
Tc 0.504 0.351 -0.033 -1.0 -4.4 -0.7
H 1.323 1.498 -2.419 -0.2 -0.2 -0.1
H -1.536 2.180 1.188 0.1 -0.2 -0.7
H -2.337 -0.827 -1.777 0.3 0.1 0.2
H 1.241 2.607 -0.219 -0.5 0.5 0.4
C 1.014 -0.683 -1.912 -0.5 -0.3 -1.6
N -0.746 -3.079 5.324 0.1 0.1 -1.4
C -0.785 0.757 -2.052 -0.4 -0.5 -0.5
H -0.232 -2.523 -1.625 0.0 0.3 0.2
H 2.807 0.240 0.965 -0.4 -0.4 -1.0
N -0.536 -1.141 1.210 0.3 0.0 0.9
C 0.653 0.704 -2.105 0.3 -0.4 -0.8
C -1.286 -0.557 -1.840 0.4 0.9 0.0
C -0.188 -1.446 -1.753 0.9 0.7 -0.3
H 0.850 2.187 1.565 0.0 0.3 -0.3
N 2.139 -0.335 0.388 0.1 1.1 2.1
C -0.534 -1.955 2.072 -0.4 0.4 -0.4
C 0.492 2.317 0.535 -0.1 1.4 0.9
H -1.234 2.800 -0.590 -0.2 -0.8 0.5
H -1.387 1.637 -2.275 0.2 -0.4 0.2
C -0.888 2.259 0.301 1.0 1.7 1.0
N -0.654 -2.936 2.855 0.2 -0.1 -0.6
H 2.016 -1.087 -1.964 -0.3 0.1 0.1
```
Positions in Å, forces in eV/Å.

Mulliken population analysis, charges in e, atoms 1 to 8: number 1, C, carries 0.4651; number 2, Tc, carries 0.3892; number 3, H, carries 0.6750; number 4, H, carries 0.2972; number 5, H, carries 0.4227; number 6, H, carries 0.3189; number 7, C, carries -0.8503; number 8, N, carries -0.5094

Entry 5:
Molecular formula: C17H28N3O7P2ReSe
Method: DFT, ωB97M-V with the def2-TZVPD basis set

Results
spin multiplicity: 1
lowest unoccupied orbital energy: -6.75 eV
total energy: -122932.2033 eV
energy above the lowest of the compared OMol25 structures with the same formula, charge and spin: 0.0 kJ/mol
total charge: +2
maximum force: 0.0200 hartree/bohr
Kohn-Sham gap: 7.912 eV

XYZ file:
```
59
Properties=species:S:1:pos:R:3:forces:R:3
H -4.195 3.310 -1.869 0.0 0.0 0.0
N -1.768 -3.767 3.790 0.0 0.0 0.0
H 0.454 3.138 -0.157 0.0 0.0 0.0
H -1.628 -0.005 -5.201 0.0 0.0 0.0
H 3.394 0.297 -1.706 0.0 0.0 0.1
P -1.817 -1.184 3.094 0.2 0.2 -0.2
H -2.095 -3.276 4.636 0.1 0.0 0.0
C 0.430 -2.649 3.680 -0.1 -0.1 0.1
H -1.238 -5.222 0.376 0.0 0.1 0.2
O -1.286 -4.718 1.207 0.0 -0.2 -0.2
H 1.074 -1.991 3.102 0.0 0.0 0.0
O -1.569 -2.294 0.329 0.0 -0.1 0.2
H 4.058 0.063 0.548 0.0 0.0 -0.1
Se 0.469 -1.733 -1.907 0.1 -0.3 0.0
O -3.234 -1.667 2.542 -0.2 0.1 -0.2
H 4.174 0.000 -3.278 0.0 0.0 0.0
P -0.728 -3.246 1.215 -0.1 0.1 -0.4
C -2.452 4.432 -1.305 -0.1 0.0 0.0
H -1.225 -4.585 4.074 0.0 0.0 0.0
C 2.066 1.016 -4.395 0.0 -0.1 0.1
H 3.769 0.163 2.285 0.0 0.0 0.0
H -1.936 0.815 -3.651 -0.1 0.0 0.0
H 4.231 1.609 1.383 0.0 0.0 0.0
O 0.700 -2.990 0.843 -0.1 0.0 0.2
H 2.954 1.498 -4.765 0.0 0.0 0.0
H 0.467 1.721 2.214 0.0 0.0 -0.1
H -1.634 -0.944 -3.694 0.0 0.0 0.0
C -0.928 -2.799 2.985 -0.1 0.0 0.1
H 1.894 1.410 3.206 0.0 0.0 0.0
H 0.324 1.665 -5.592 0.0 0.0 0.0
O -1.859 -0.768 4.497 0.1 0.1 -0.1
H 1.833 2.841 2.178 0.1 0.0 0.0
N 2.107 0.119 -3.351 0.0 0.2 -0.1
H -3.965 -1.041 2.665 0.1 -0.2 0.1
C -2.602 2.042 -1.207 -0.1 0.0 0.0
H 2.069 1.570 0.161 -0.1 -0.1 0.0
C 3.333 -0.254 -2.640 -0.2 0.0 -0.1
H 0.936 -3.613 3.758 0.0 0.0 0.0
H -2.913 5.386 -1.524 0.0 0.0 0.0
C -1.283 1.997 -0.730 0.0 -0.2 0.2
N 0.050 0.249 -3.997 0.0 0.0 -0.1
C -1.148 4.398 -0.824 0.0 -0.1 0.0
Re -0.113 -0.738 0.279 0.0 -0.5 0.2
C 2.195 1.024 1.102 0.0 -0.1 0.0
O 1.487 -0.255 0.931 0.7 0.6 0.1
H -2.590 -4.085 3.271 0.0 0.0 0.0
O -1.113 -0.294 2.038 0.0 -0.5 0.4
H 0.287 -2.216 4.671 0.0 0.0 0.0
C 3.649 0.689 1.338 0.0 0.1 0.1
C 1.554 1.789 2.241 0.0 0.0 0.1
H -0.602 5.319 -0.671 0.0 0.0 0.0
C -3.179 3.261 -1.501 0.1 0.0 0.0
C -0.731 0.752 -0.324 -0.3 0.8 -0.6
C 0.780 1.098 -4.800 -0.1 -0.1 0.1
C -0.557 3.182 -0.537 0.0 0.1 -0.1
H -3.161 1.121 -1.325 0.0 0.0 0.0
C -1.388 0.015 -4.141 0.1 0.0 0.0
C 0.867 -0.332 -3.107 0.0 0.1 -0.2
H 3.331 -1.322 -2.442 0.0 0.0 0.0
```
Positions in Å, forces in eV/Å.

natural (NBO) population analysis, charges in e, atoms 1 to 8: number 1, H, carries 0.2438; number 2, N, carries -0.6749; number 3, H, carries 0.2217; number 4, H, carries 0.2414; number 5, H, carries 0.2187; number 6, P, carries 2.4032; number 7, H, carries 0.4667; number 8, C, carries -0.6391